ORCA calculation (the ωB97M-V functional and the def2-TZVPD basis) on a cluster of 2 separate species, C15H36BClN2O5PS2 in total.

Summary:
- Net charge: +1
- E_LUMO: -2.6 eV
- Maximum force: 0.0180 Eh/bohr
- HOMO-LUMO gap: 8.38 eV

Structure (XYZ):
```
63
Properties=species:S:1:pos:R:3:nbo_charge:R:1
C 4.1547 -4.4468 -1.9250 -0.64
C 3.5644 -3.4608 -2.9143 -0.06
O 2.1916 -3.1726 -2.6938 -0.54
C 1.9247 -2.5062 -1.4874 -0.08
C 0.8023 -1.5228 -1.7552 -0.08
O 0.5082 -0.8493 -0.5271 -0.58
C -0.2338 0.3451 -0.6258 0.09
C -1.3679 0.1585 0.3875 -0.42
B -2.2272 -1.1769 0.1667 1.15
O -2.9466 -1.7872 1.1749 -0.90
O -2.2555 -1.6354 -1.0955 -0.70
C -3.2708 -2.5677 -1.5198 -0.07
C -4.5813 -1.8650 -1.8237 -0.63
N -0.6219 0.3028 1.7141 -0.28
N -0.4235 -0.8385 2.5379 -0.62
C 0.7148 1.0652 1.4311 -0.06
Cl 2.1511 0.1253 1.7953 0.05
C 0.5487 1.5522 -0.0178 -0.47
S -0.5940 2.9869 0.1304 0.00
P 2.0244 2.2881 -0.9406 0.86
C 3.0254 3.0066 0.4299 -0.94
C 3.1095 0.9379 -1.5715 -0.75
C 2.9731 0.7459 -3.0931 -0.63
H 3.6734 -5.4222 -1.9975 0.22
H 5.2108 -4.5875 -2.1631 0.22
H 4.1033 -4.0946 -0.8939 0.20
H 4.1370 -2.5228 -2.9000 0.16
H 3.6401 -3.8615 -3.9242 0.20
H 1.5814 -3.2125 -0.7190 0.17
H 2.8038 -2.0034 -1.0703 0.17
H -0.0712 -2.0798 -2.0976 0.20
H 1.0924 -0.8006 -2.5166 0.19
H -0.6208 0.5475 -1.6261 0.24
H -2.1093 0.9573 0.3381 0.26
H -3.3674 -1.1631 1.7811 0.50
H -3.3894 -3.3726 -0.7959 0.19
H -2.8833 -3.0145 -2.4341 0.20
H -4.5626 -1.4268 -2.8207 0.22
H -5.3862 -2.6002 -1.8239 0.23
H -4.8080 -1.0869 -1.0950 0.20
H -1.1434 0.9693 2.3157 0.49
H -1.2934 -1.0955 2.9821 0.38
H -0.0367 -1.5897 1.9781 0.39
H 0.7119 1.8498 2.1790 0.24
H -0.4676 3.1283 1.4509 0.15
H 3.5344 3.8909 0.0545 0.25
H 2.3775 3.2877 1.2609 0.23
H 3.7481 2.2854 0.8070 0.24
H 3.0036 0.0074 -1.0189 0.23
H 4.1191 1.2973 -1.3559 0.24
H 2.0282 1.1332 -3.4778 0.21
H 3.7506 1.3125 -3.6059 0.23
H 3.0960 -0.2949 -3.3924 0.22
C -3.1571 3.1430 5.1665 -0.82
S -3.0894 2.6648 3.4458 1.25
O -1.6321 2.4375 3.1323 -1.04
C -3.5016 4.2576 2.7453 -0.82
H -2.8770 2.2777 5.7631 0.25
H -2.4582 3.9602 5.3401 0.25
H -4.1756 3.4436 5.4096 0.25
H -2.7791 4.9983 3.0863 0.25
H -4.5103 4.5297 3.0535 0.25
H -3.4625 4.1651 1.6615 0.25
```